a.
Formula: C4H8O3
Source: the OMol25 dataset
Level of theory: ωB97M-V/def2-TZVPD

Positions of all 15 atoms, in Å:
C: -0.78 -0.55 -1.40
C: 0.47 -0.31 -0.57
O: 1.17 0.91 -1.00
C: 0.28 -0.15 0.95
O: 1.48 0.39 1.40
C: -0.95 0.60 1.46
O: -0.93 1.49 2.27
H: -0.49 -0.47 -2.45
H: -1.21 -1.55 -1.24
H: -1.55 0.19 -1.19
H: 1.17 -1.15 -0.65
H: 2.03 0.72 -1.40
H: 0.09 -1.19 1.29
H: 1.69 0.96 0.60
H: -1.92 0.21 1.07

Computed properties:
- SMILES: C[C@@H](O)[C@@H](O)C=O
- HOMO level: -9.5801 eV
- LUMO level: 0.460 eV

b.
Formula: C4H8O3
Source: the OMol25 dataset
Level of theory: ωB97M-V/def2-TZVPD

Positions of all 15 atoms, in Å:
O: 1.06 -1.16 1.55
C: 1.73 -0.39 0.56
C: 0.81 0.75 0.15
C: -0.44 0.29 -0.55
O: -0.43 -0.53 -1.58
C: -1.68 0.69 -0.18
O: -2.66 0.02 -1.05
H: 1.58 -1.96 1.71
H: 1.96 -0.99 -0.32
H: 2.67 0.03 0.96
H: 1.35 1.42 -0.51
H: 0.51 1.31 1.05
H: -2.73 -0.62 -0.32
H: -2.06 1.58 0.27
H: -1.68 -0.46 -1.74

Computed properties:
- HOMO level: -8.3787 eV
- LUMO level: 0.776 eV

Name the least stable of them. b.

a.
Formula: C4H8O3
Source: the OMol25 dataset
Level of theory: ωB97M-V/def2-TZVPD

Positions of all 15 atoms, in Å:
C: -0.41 1.52 -1.80
O: -0.68 0.35 -1.03
C: -0.50 0.47 0.29
O: -0.39 1.52 0.88
C: -0.31 -0.88 0.96
C: 0.97 -1.48 0.38
O: -0.24 -0.72 2.35
H: -1.07 2.35 -1.51
H: -0.58 1.23 -2.83
H: 0.63 1.82 -1.65
H: -1.16 -1.53 0.71
H: 0.87 -1.65 -0.69
H: 1.20 -2.43 0.87
H: 1.81 -0.80 0.56
H: -0.14 0.24 2.51

Computed properties:
- SMILES: COC(=O)[C@@H](C)O
- HOMO level: -10.5281 eV
- LUMO level: 0.805 eV

b.
Formula: C4H8O3
Source: the OMol25 dataset
Level of theory: ωB97M-V/def2-TZVPD

Positions of all 15 atoms, in Å:
C: 2.41 0.00 0.42
O: 1.11 -0.08 0.99
C: 0.24 -0.58 0.10
O: 0.51 -1.43 -0.73
C: -1.12 0.05 0.24
C: -1.53 0.84 -1.01
O: -2.02 -1.00 0.51
H: 2.89 -0.98 0.36
H: 2.97 0.70 1.03
H: 2.26 0.38 -0.59
H: -1.08 0.72 1.10
H: -0.89 1.70 -1.20
H: -2.55 1.20 -0.84
H: -1.53 0.20 -1.89
H: -1.72 -1.73 -0.05

Computed properties:
- SMILES: COC(=O)[C@@H](C)O
- HOMO level: -10.4569 eV
- LUMO level: 0.831 eV

Name the least stable of them. b.

a.
Formula: C4H8O3
Source: the OMol25 dataset
Level of theory: ωB97M-V/def2-TZVPD

Positions of all 15 atoms, in Å:
C: -0.04 -1.27 1.36
C: 0.53 -0.72 0.30
O: 1.73 -0.09 0.37
C: 2.31 0.45 -0.80
O: -0.17 -0.61 -0.88
O: -1.43 0.01 -0.35
C: -2.27 0.66 -1.27
H: 0.33 -1.09 2.36
H: -0.99 -1.77 1.23
H: 2.62 -0.35 -1.50
H: 1.64 1.13 -1.32
H: 3.20 0.99 -0.46
H: -2.84 -0.02 -1.91
H: -1.78 1.45 -1.85
H: -2.99 1.14 -0.58

Computed properties:
- SMILES: C=C(OC)OOC
- HOMO level: -8.4784 eV
- LUMO level: 0.885 eV

b.
Formula: C4H8O3
Source: the OMol25 dataset
Level of theory: ωB97M-V/def2-TZVPD

Positions of all 15 atoms, in Å:
C: 1.95 -1.47 -0.35
O: 1.68 -0.81 0.86
C: 0.33 -0.61 1.15
C: -0.34 0.54 0.40
O: -0.07 1.66 0.78
O: -1.29 0.29 -0.50
C: -1.99 1.51 -0.84
H: 3.04 -1.56 -0.40
H: 1.60 -0.89 -1.21
H: 1.50 -2.47 -0.38
H: -0.24 -1.56 1.15
H: 0.34 -0.03 2.08
H: -2.32 2.00 0.08
H: -1.33 2.19 -1.37
H: -2.84 1.21 -1.45

Computed properties:
- SMILES: COCC(=O)OC
- HOMO level: -10.0049 eV
- LUMO level: 0.872 eV

c.
Formula: C4H8O3
Source: the OMol25 dataset
Level of theory: ωB97M-V/def2-TZVPD

Positions of all 15 atoms, in Å:
C: -1.79 0.84 -0.57
C: -0.43 0.48 -0.76
O: 0.20 1.49 0.57
C: 0.00 -0.93 -0.44
O: 1.43 -1.10 -0.36
C: 1.98 -1.00 0.85
O: 1.41 -0.71 1.88
H: -2.25 1.50 -1.29
H: -0.97 1.56 0.47
H: -2.45 0.08 -0.14
H: 0.15 0.95 -1.56
H: 0.44 0.93 1.34
H: -0.31 -1.57 -1.27
H: -0.47 -1.28 0.49
H: 3.06 -1.22 0.78

Computed properties:
- HOMO level: -8.3502 eV
- LUMO level: 0.824 eV

Name the least stable of them. a.

a.
Formula: C4H8O3
Source: the OMol25 dataset
Level of theory: ωB97M-V/def2-TZVPD

Positions of all 15 atoms, in Å:
C: 2.55 1.12 -0.74
C: 0.26 -0.45 0.89
O: -0.45 -0.98 1.79
C: -0.16 -0.14 -0.40
O: -1.86 -0.20 -0.75
C: -2.83 -0.73 -0.15
O: -2.79 -1.28 0.99
H: 1.98 1.84 -0.13
H: 2.82 1.58 -1.69
H: 3.45 0.82 -0.19
H: 1.35 -0.31 1.13
H: -1.76 -1.17 1.39
H: 1.96 0.23 -0.95
H: -0.01 0.77 -0.94
H: -3.84 -0.74 -0.62

Computed properties:
- HOMO level: -8.7583 eV
- LUMO level: 0.787 eV

b.
Formula: C4H8O3
Source: the OMol25 dataset
Level of theory: ωB97M-V/def2-TZVPD

Positions of all 15 atoms, in Å:
C: -0.86 0.63 -1.17
C: -0.89 0.27 0.32
C: 0.44 0.02 0.97
O: 0.72 -0.95 1.64
C: 1.47 1.15 0.83
O: 2.59 1.04 1.26
H: -0.96 -0.27 -1.77
H: -1.67 1.32 -1.42
H: 0.07 1.11 -1.49
H: -1.54 -0.59 0.50
H: -1.28 1.12 0.90
H: 1.12 2.08 0.34
O: 0.24 -2.24 -0.76
H: -0.26 -3.05 -0.88
H: 0.44 -2.22 0.19

Computed properties:
- SMILES: CCC(=O)C=O.O
- HOMO level: -9.8554 eV
- LUMO level: -0.575 eV

c.
Formula: C4H8O3
Source: the OMol25 dataset
Level of theory: ωB97M-V/def2-TZVPD

Positions of all 15 atoms, in Å:
C: -0.47 -0.41 1.18
C: 0.68 0.23 1.52
C: 0.80 1.48 2.43
O: 1.83 -0.19 0.94
H: -1.48 -0.20 1.62
H: -0.33 -1.34 0.59
H: -0.19 1.87 2.70
H: 1.36 1.15 3.38
H: 1.45 2.28 2.01
H: 2.65 0.16 1.30
O: -1.47 -1.39 -2.65
C: -0.65 -0.59 -2.19
O: -1.00 0.59 -1.59
H: 0.44 -0.78 -2.21
H: -0.98 0.44 -0.61

Computed properties:
- SMILES: C=C(C)O.O=CO
- HOMO level: -9.4731 eV
- LUMO level: 0.439 eV

d.
Formula: C4H8O3
Source: the OMol25 dataset
Level of theory: ωB97M-V/def2-TZVPD

Positions of all 15 atoms, in Å:
C: 0.26 -0.97 2.44
O: 0.63 -0.83 1.07
C: 0.04 0.18 0.42
O: -0.75 0.94 0.93
C: 0.47 0.26 -1.04
C: -0.74 0.09 -1.94
O: 1.09 1.51 -1.29
H: 0.50 -0.06 2.99
H: 0.83 -1.82 2.81
H: -0.82 -1.16 2.53
H: 1.25 -0.49 -1.22
H: -1.17 -0.91 -1.84
H: -0.45 0.25 -2.98
H: -1.53 0.81 -1.68
H: 0.40 2.19 -1.21

Computed properties:
- SMILES: COC(=O)[C@@H](C)O
- HOMO level: -10.2910 eV
- LUMO level: 0.880 eV

Name the least stable of them. a.

a.
Formula: C4H8O3
Source: the OMol25 dataset
Level of theory: ωB97M-V/def2-TZVPD

Positions of all 15 atoms, in Å:
C: -2.35 -0.27 -0.05
C: -1.19 -0.35 0.58
C: 0.06 -0.91 -0.03
C: 1.21 0.09 -0.01
O: 1.55 0.59 1.19
O: 2.24 -0.39 -0.77
O: 0.74 1.52 -0.59
H: -2.47 -0.64 -1.06
H: -3.24 0.09 0.44
H: -1.09 -0.01 1.60
H: 0.41 -1.76 0.56
H: -0.10 -1.24 -1.05
H: 1.38 1.60 0.83
H: 2.99 0.21 -0.67
H: -0.15 1.47 -0.96

Computed properties:
- SMILES: C=CCC(O)(O)O
- HOMO level: -10.1595 eV
- LUMO level: 0.784 eV

b.
Formula: C4H8O3
Source: the OMol25 dataset
Level of theory: ωB97M-V/def2-TZVPD

Positions of all 15 atoms, in Å:
C: 2.29 -1.67 -0.34
O: 1.25 -1.08 0.44
C: 0.51 -0.16 -0.20
O: 0.69 0.14 -1.36
C: -0.53 0.44 0.70
C: -1.66 1.08 -0.09
O: -2.55 1.64 0.85
H: 3.03 -0.92 -0.64
H: 2.74 -2.43 0.29
H: 1.87 -2.13 -1.25
H: -0.93 -0.33 1.38
H: -0.06 1.20 1.33
H: -1.24 1.84 -0.77
H: -2.15 0.32 -0.71
H: -3.27 2.07 0.36

Computed properties:
- SMILES: COC(=O)CCO
- HOMO level: -10.4387 eV
- LUMO level: 0.862 eV

Name the least stable of them. a.

a.
Formula: C4H8O3
Source: the OMol25 dataset
Level of theory: ωB97M-V/def2-TZVPD

Positions of all 15 atoms, in Å:
C: 0.84 1.09 2.50
C: -1.66 -0.62 -1.95
C: -1.39 0.75 -1.71
O: -0.27 1.23 -1.54
C: 1.09 -0.28 2.36
O: 1.34 -0.81 1.27
H: 0.86 1.84 1.72
H: 0.50 1.45 3.46
H: -0.96 -1.44 -2.01
H: -2.71 -0.90 -2.01
H: -2.33 1.31 -1.54
H: 1.11 -0.82 3.32
H: 1.20 -1.18 -0.55
H: 1.14 -0.37 -1.79
O: 1.24 -1.27 -1.52

Computed properties:
- HOMO level: -7.5460 eV
- LUMO level: -4.474 eV

b.
Formula: C4H8O3
Source: the OMol25 dataset
Level of theory: ωB97M-V/def2-TZVPD

Positions of all 15 atoms, in Å:
C: -1.47 -0.20 -0.56
C: -0.46 0.73 0.03
O: -0.29 1.85 -0.75
C: 0.22 0.57 1.16
O: -0.10 -0.41 2.07
C: 1.53 -2.08 0.02
O: 1.62 -2.39 1.11
H: -1.35 -0.20 -1.65
H: -1.34 -1.22 -0.18
H: -2.50 0.12 -0.34
H: 0.99 0.46 -2.25
H: 0.15 2.53 -0.22
H: 1.02 1.26 1.43
H: 0.71 -0.80 2.42
H: 1.27 -0.22 -2.29

Computed properties:
- HOMO level: -8.3255 eV
- LUMO level: 0.831 eV

c.
Formula: C4H8O3
Source: the OMol25 dataset
Level of theory: ωB97M-V/def2-TZVPD

Positions of all 15 atoms, in Å:
O: -0.52 0.76 -0.78
C: -1.83 0.18 -0.82
C: -1.33 -1.12 -0.17
C: 0.02 -0.56 -0.47
O: 1.04 -1.07 -0.84
C: 1.51 0.88 1.07
O: 2.69 0.53 0.34
H: 0.46 1.12 0.48
H: -2.05 0.09 -1.88
H: -2.63 0.70 -0.30
H: -1.47 -2.04 -0.73
H: -1.64 -1.25 0.87
H: 1.77 1.85 1.49
H: 1.44 0.19 1.94
H: 2.52 -0.26 -0.20

Computed properties:
- HOMO level: -9.4427 eV
- LUMO level: 0.696 eV

Name the least stable of them. a.